[1]
Molecular formula: C25H49N6O11PS
Method: DFT, ωB97M-V/def2-TZVPD

## Properties
Largest force on an atom, eV/A: 2.96
HOMO level, eV: -8.705
Kohn-Sham gap, hartree: 0.335
Spin multiplicity: 1

Element x y z (Å)
1 O 0.026 -5.003 0.538
2 C -0.274 -4.151 1.326
3 O -1.550 -4.059 1.804
4 C -2.164 -2.874 1.384
5 C -2.486 -1.958 2.360
6 C -3.118 -0.770 2.084
7 C -3.458 -0.491 0.764
8 C -3.115 -1.406 -0.204
9 C -2.482 -2.597 0.075
10 O 0.633 -3.252 1.868
11 P 1.312 -2.178 0.822
12 O 0.214 -1.183 0.201
13 O 2.242 -1.261 1.780
14 S 2.421 -2.900 -0.550
15 H -2.230 -2.177 3.393
16 H -3.360 -0.091 2.886
17 H -3.979 0.427 0.525
18 H -3.383 -1.178 -1.233
19 H -2.248 -3.303 -0.718
20 H -0.422 -0.894 0.882
21 H 1.617 -0.695 2.265
22 C 2.637 3.251 -0.668
23 O 2.068 3.640 0.339
24 N 3.280 2.079 -0.786
25 C 3.939 1.664 -2.015
26 C 3.319 1.185 0.354
27 H 2.666 3.854 -1.591
28 H 3.486 0.734 -2.360
29 H 4.999 1.498 -1.822
30 H 3.836 2.416 -2.790
31 H 2.300 0.927 0.637
32 H 3.798 1.688 1.197
33 H 3.868 0.281 0.107
34 C -0.716 0.080 4.665
35 O -1.896 0.077 4.356
36 N 0.064 1.170 4.738
37 C 1.463 1.095 5.115
38 C -0.511 2.472 4.428
39 H -0.179 -0.852 4.916
40 H 1.631 1.692 6.013
41 H 2.081 1.486 4.305
42 H 1.750 0.064 5.317
43 H -1.343 2.669 5.106
44 H -0.892 2.460 3.406
45 H 0.236 3.253 4.531
46 C 5.583 0.970 -5.538
47 O 5.025 1.414 -4.552
48 N 6.190 -0.228 -5.602
49 C 6.837 -0.701 -6.808
50 C 6.193 -1.076 -4.418
51 H 5.633 1.534 -6.485
52 H 6.367 -1.631 -7.135
53 H 7.895 -0.887 -6.607
54 H 6.752 0.037 -7.604
55 H 5.167 -1.295 -4.121
56 H 6.685 -0.552 -3.597
57 H 6.717 -2.005 -4.624
58 C -7.018 -0.098 1.464
59 O -6.394 0.141 0.448
60 N -7.551 -1.293 1.775
61 C -8.285 -1.516 3.004
62 C -7.380 -2.395 0.842
63 H -7.199 0.671 2.234
64 H -7.792 -2.295 3.589
65 H -9.303 -1.836 2.769
66 H -8.328 -0.603 3.595
67 H -6.316 -2.586 0.695
68 H -7.818 -2.130 -0.121
69 H -7.862 -3.290 1.229
70 C -0.665 5.511 3.109
71 O 0.134 5.537 4.027
72 N -1.592 6.452 2.858
73 C -2.511 6.351 1.741
74 C -1.672 7.605 3.738
75 H -0.687 4.680 2.383
76 H -2.378 7.209 1.079
77 H -3.538 6.341 2.112
78 H -2.329 5.438 1.177
79 H -0.719 8.137 3.730
80 H -1.872 7.274 4.757
81 H -2.464 8.272 3.408
82 C 2.626 -4.183 -3.722
83 O 3.840 -4.228 -3.796
84 N 1.782 -4.469 -4.736
85 C 0.344 -4.394 -4.580
86 C 2.336 -4.862 -6.019
87 H 2.104 -3.895 -2.794
88 H -0.098 -5.374 -4.778
89 H -0.064 -3.668 -5.287
90 H 0.086 -4.088 -3.568
91 H 2.943 -5.760 -5.895
92 H 2.976 -4.065 -6.400
93 H 1.535 -5.058 -6.728

Cartesian forces, eV/Å:
O 0.08 1.01 1.05
C -0.28 -1.95 -1.16
O 1.00 0.36 -0.30
C -0.47 0.65 0.61
C 0.42 -0.37 1.32
C -0.60 0.31 -0.73
C 0.19 0.31 0.65
C -0.49 0.40 -1.19
C 0.24 -0.87 -0.41
O -1.02 1.03 -0.47
P 2.51 0.07 -1.57
O -0.07 -0.56 1.46
O -1.88 -0.59 0.40
S -0.30 -0.08 0.31
H 0.00 -0.06 -0.16
H 0.02 -0.04 -0.09
H 0.03 -0.17 -0.13
H 0.11 -0.14 0.10
H 0.02 0.08 0.10
H -0.32 0.10 -0.34
H 0.55 0.27 0.37
C 0.01 0.02 -0.08
O -0.07 -0.07 0.10
N 0.14 0.07 -0.15
C -0.20 -0.09 0.42
C -0.09 0.36 0.02
H 0.03 -0.03 -0.02
H 0.14 0.00 -0.15
H 0.01 -0.02 -0.15
H -0.03 0.04 0.06
H 0.03 -0.04 0.05
H -0.03 -0.09 0.07
H -0.06 0.01 -0.08
C 0.06 -0.03 0.14
O 0.31 0.26 0.44
N 0.07 -0.18 -0.07
C -0.12 0.18 -0.09
C -0.11 -0.22 0.03
H 0.03 -0.02 0.01
H 0.13 -0.03 -0.02
H 0.10 0.02 0.09
H -0.07 -0.02 0.00
H -0.02 0.09 -0.06
H -0.03 0.10 0.03
H 0.02 -0.04 -0.01
C 0.02 -0.01 -0.12
O 0.08 -0.05 -0.09
N 0.04 0.04 -0.11
C -0.05 -0.11 0.26
C -0.15 0.24 0.04
H 0.02 -0.02 -0.02
H 0.09 0.00 -0.10
H 0.01 -0.04 -0.13
H -0.03 0.03 0.05
H 0.06 -0.11 0.07
H -0.02 -0.08 0.04
H -0.03 0.02 -0.07
C 0.00 0.11 0.08
O -0.07 -0.02 -0.10
N -0.07 0.02 0.14
C 0.08 -0.18 -0.23
C 0.14 0.22 -0.08
H -0.02 -0.03 0.03
H -0.09 0.02 0.10
H -0.03 0.00 0.14
H 0.04 0.02 -0.05
H -0.03 -0.07 -0.07
H 0.04 -0.10 -0.03
H -0.02 0.05 0.06
C 0.13 -0.22 -0.18
O -0.12 0.18 0.12
N -0.09 0.00 -0.07
C 0.05 0.19 0.22
C 0.19 -0.18 0.05
H 0.00 0.04 -0.04
H -0.09 -0.06 -0.09
H -0.05 -0.01 -0.13
H 0.06 0.00 0.04
H -0.05 0.06 0.08
H 0.01 0.11 0.03
H -0.01 -0.05 -0.06
C -0.12 0.05 0.23
O 0.05 0.01 -0.19
N -0.07 0.01 0.00
C 0.17 -0.07 -0.22
C 0.16 0.05 0.22
H 0.01 -0.09 -0.21
H -0.13 0.06 0.04
H -0.13 -0.02 0.06
H 0.08 0.00 0.01
H 0.03 0.02 -0.12
H 0.02 -0.07 -0.09
H -0.04 0.02 0.06

[2]
Molecular formula: CH4N2S
Method: DFT, ωB97M-V/def2-TZVPD

## Properties
Largest force on an atom, eV/A: 4.67
HOMO level, eV: -8.292
Kohn-Sham gap, hartree: 0.334
Spin multiplicity: 1

Element x y z (Å)
1 C -0.395 -0.118 -0.168
2 H -0.561 1.802 0.103
3 H 0.954 1.398 0.316
4 H 1.424 -1.126 -0.342
5 H -0.018 -1.860 0.316
6 N 0.100 1.158 -0.112
7 N 0.471 -1.074 -0.049
8 S -1.974 -0.179 -0.065

Cartesian forces, eV/Å:
C 1.30 4.36 1.06
H -2.39 2.15 0.28
H 1.33 -0.39 0.35
H 0.15 0.33 0.02
H 0.48 -1.21 -0.24
N 2.06 -1.11 -1.57
N 0.73 -2.72 0.25
S -3.65 -1.41 -0.14

| no. | LUMO energy (eV) | molecular weight (g/mol) |
| --- | --- | --- |
| 1 | 0.40 | 672.7 |
| 2 | 0.79 | 76.1 |